Entry from OMol25: a structure of composition C32H51FeGe2N2O6PS in a non-equilibrium geometry (ωB97M-V with the def2-TZVPD basis set).

Its charge is -1. The calculation puts the electronic energy at -7968.0527 hartree. Its spin multiplicity is 6. The value obtained for the highest occupied orbital energy (spin up / spin down) is -3.578 / -4.618 eV. As for the LUMO energy (spin up / spin down): 2.453 / 2.451 eV. Its expectation value of S² is 8.77. The calculation puts the HOMO-LUMO gap (spin up / spin down) at 6.0314 / 7.0695 eV.

The geometry in XYZ format:
```
96
Properties=species:S:1:pos:R:3:forces:R:3
Fe 10.707 11.296 11.045 -0.43 0.25 0.27
O 6.042 7.677 10.348 -0.52 -0.09 0.22
C 5.640 8.917 10.559 0.54 0.70 -0.21
O 4.479 9.203 10.470 -0.81 0.27 0.20
C 6.673 10.016 10.724 -0.04 -1.73 -0.33
C 6.321 11.341 10.641 1.69 -0.07 -0.14
N 7.506 11.982 10.448 -0.47 2.12 0.51
N 8.566 11.190 10.518 -0.27 -0.62 -0.43
C 8.108 9.961 10.638 -0.95 0.15 0.43
C 9.116 8.831 10.803 1.10 2.70 -0.01
O 8.712 7.706 10.787 -1.25 -2.90 0.00
O 10.336 9.197 10.940 -0.89 0.51 -0.18
H 6.982 7.581 10.556 1.23 -0.11 0.06
H 5.385 11.850 10.781 -0.07 -0.01 -0.37
H 7.662 13.006 10.373 0.08 -1.23 0.29
C 7.442 8.910 15.722 -1.29 -0.49 -0.80
C 8.075 9.211 14.387 1.34 0.40 0.45
Ge 9.855 10.012 14.586 0.20 0.71 0.71
C 11.065 8.594 15.156 1.00 -0.19 -0.91
C 11.775 8.748 16.490 0.25 -0.61 1.00
C 9.768 11.248 16.179 -0.65 0.69 -1.21
C 9.835 12.581 15.945 -0.12 -0.76 1.61
Ge 9.822 13.025 14.056 -0.20 -0.05 -0.38
C 7.891 13.410 13.724 -0.04 -0.64 -0.59
C 7.087 13.922 14.932 0.33 -0.11 0.55
C 10.982 14.535 13.744 0.01 0.28 0.47
C 10.214 15.796 13.319 -0.51 -0.31 0.71
C 9.881 13.600 17.080 0.12 -0.65 -2.26
C 9.587 14.940 16.799 -0.52 -1.11 -0.44
C 9.850 15.882 17.726 0.58 1.91 0.30
C 10.502 15.602 18.924 -1.31 -3.21 -2.24
C 10.798 14.259 19.220 0.86 1.20 0.02
C 10.489 13.258 18.256 0.51 1.06 2.09
H 6.689 8.081 15.564 0.65 0.84 0.61
H 6.929 9.813 16.020 -0.26 0.07 0.67
H 8.180 8.625 16.456 0.06 -0.22 0.44
H 7.647 10.018 13.837 -1.23 0.19 -0.59
H 8.129 8.306 13.837 0.17 -0.58 -1.08
H 11.856 8.544 14.379 -0.48 -0.15 0.18
H 10.461 7.688 15.069 0.23 -0.20 0.20
H 12.256 9.709 16.598 0.47 0.36 -0.42
H 12.555 7.951 16.696 -0.90 0.79 -0.31
H 11.098 8.784 17.353 -0.16 -0.45 -0.16
H 9.510 10.899 17.163 0.24 -0.25 0.61
H 7.612 12.395 13.394 -0.41 0.18 0.30
H 7.800 14.005 12.805 -0.10 0.18 0.32
H 7.526 13.472 15.844 -0.30 0.27 -0.33
H 6.005 13.688 15.017 0.50 0.12 -0.65
H 7.224 15.013 15.032 -0.27 -0.37 -0.02
H 11.709 14.097 13.058 0.08 0.66 -0.42
H 11.526 14.688 14.693 -0.19 0.10 -0.31
H 9.846 15.746 12.319 -0.31 -0.38 -0.86
H 10.779 16.697 13.346 0.87 0.75 0.16
H 9.312 16.022 13.942 0.63 -0.44 -0.25
H 9.126 15.206 15.859 0.21 -0.02 0.01
H 9.728 16.950 17.481 -0.31 -0.52 0.08
H 10.646 16.453 19.450 1.11 1.98 2.44
H 11.476 14.168 20.108 -0.97 -0.80 -0.74
H 10.749 12.232 18.437 0.24 -0.24 0.03
C 15.174 10.987 8.349 0.66 -1.21 0.24
C 14.166 11.545 9.327 -0.20 0.87 0.52
C 14.645 11.733 10.797 0.64 0.23 -0.15
P 12.483 10.760 9.293 0.13 0.20 -0.32
C 12.785 8.948 9.190 -0.87 -0.68 0.46
C 13.634 8.503 10.394 0.41 0.56 0.29
C 13.050 8.251 7.870 -0.36 0.29 -1.14
C 11.567 11.310 7.748 1.54 0.52 -0.94
C 10.330 10.472 7.563 -0.43 -0.35 -1.79
C 12.446 11.513 6.461 -0.75 -2.67 1.21
H 15.983 11.655 8.015 -0.25 0.13 0.55
H 14.687 10.664 7.445 -0.18 -0.13 -0.38
H 15.630 10.082 8.788 0.06 0.29 -0.28
H 13.963 12.554 9.002 -0.38 0.52 -0.11
H 14.805 10.786 11.358 -0.25 0.65 -0.36
H 13.943 12.388 11.330 0.04 -0.50 -0.10
H 15.604 12.301 10.822 -0.36 -0.48 -0.26
H 11.788 8.564 9.494 0.40 0.29 -0.15
H 14.702 8.829 10.483 -0.77 -0.38 -0.73
H 13.560 7.418 10.403 0.25 -0.13 0.38
H 13.175 8.936 11.295 -0.08 -0.42 -0.08
H 13.924 8.557 7.340 0.88 0.58 -0.21
H 12.228 8.431 7.155 0.22 -0.03 0.37
H 13.161 7.173 7.884 -0.21 -0.40 0.75
H 11.274 12.330 7.978 -0.19 0.11 0.51
H 10.525 9.493 7.057 -0.09 0.81 0.25
H 9.531 11.012 6.975 0.83 -0.52 0.56
H 9.943 10.228 8.516 -0.77 -0.28 0.97
H 12.797 10.484 6.115 0.41 1.55 0.52
H 13.139 12.301 6.675 1.01 -0.07 -0.15
H 11.841 11.828 5.662 -1.10 0.70 -1.07
S 12.112 11.212 12.802 0.31 0.34 0.83
C 10.376 11.331 13.221 0.14 -0.18 0.63
O 11.980 13.901 9.698 0.17 0.38 0.00
C 10.868 14.146 10.155 0.15 -0.29 -0.62
O 10.127 13.304 10.761 -0.26 0.02 0.19
H 10.404 15.147 9.957 0.18 -0.27 0.31
```
Forces are in eV/Å.